Record 1
Here is a cluster of 10 separate species, C29H76O13 in total at a distorted geometry from OMol25. Energies are from ωB97M-V with the def2-TZVPD basis set.

XYZ file:
```
118
Properties=species:S:1:pos:R:3:forces:R:3
O 2.06472 -1.10522 1.26996 0.0 0.1 0.0
O -1.10946 -2.49853 3.51049 0.2 0.1 -0.2
O -6.20112 4.41822 -3.93847 -0.1 -0.3 -0.2
O -2.06770 2.37449 1.73737 1.9 2.0 -2.6
O 3.21769 -6.87918 1.04733 0.1 0.2 0.3
O -8.28397 1.41549 -3.96080 -0.1 -0.1 0.2
O -2.93490 3.81132 -0.84713 -0.1 0.3 0.0
O 6.33384 -0.71209 -0.96873 0.0 -0.3 0.0
O 0.35010 2.54665 1.45217 -3.0 0.2 1.4
O 4.54770 -4.53115 2.18000 0.1 0.2 0.2
O 4.19451 4.37472 1.52049 0.2 -0.3 0.1
O -2.47924 1.39364 2.59745 -1.3 -1.8 1.8
O -0.83280 3.81627 3.03803 0.2 -3.6 -3.7
C 6.42165 -5.85596 2.89791 0.3 0.0 -0.1
C -7.34796 5.24068 -4.14291 0.4 0.6 0.5
C 3.46655 -2.51774 -0.08116 0.1 0.1 0.0
C -3.50466 -2.38213 3.71187 -0.1 0.0 -0.3
C -4.00126 2.37325 -2.45410 -0.2 0.1 -0.1
C 1.56208 -7.45865 -0.59978 -0.2 0.3 -0.1
C 3.75066 -8.68178 -0.45470 0.3 0.0 -0.1
C 4.30934 6.70703 2.10288 0.3 0.1 0.1
C 4.94100 -4.67582 4.54830 0.0 0.3 0.2
C -1.99228 -1.40232 5.46228 0.1 0.2 0.1
C 8.29990 0.66852 -1.10239 0.3 -0.1 -0.1
C 5.57227 -4.62319 3.16567 -0.4 -0.5 0.1
C 1.17296 1.65197 2.26459 1.7 -1.2 0.7
C 3.04638 -7.34442 -0.29073 -0.3 -0.5 0.1
C -7.99322 5.54960 -2.80114 -0.3 -0.2 0.1
C -7.21675 0.48237 -5.90363 0.2 -0.2 0.0
C -1.50364 2.41961 -2.18910 0.3 0.1 -0.1
C 2.19731 -1.68382 -0.02817 0.1 -0.7 0.1
C -8.49760 0.57061 -5.08856 0.2 0.6 -0.4
C 3.78629 5.33401 2.49513 -0.4 0.4 -0.5
C 0.96789 -2.52511 -0.33416 -0.3 0.1 -0.1
C 7.34696 -0.08329 -0.18631 -0.2 0.7 -0.2
C -2.78704 3.23424 -2.14255 0.0 -0.7 0.4
C -6.93420 6.51319 -4.86518 0.0 0.0 -0.3
C -0.81699 2.94761 2.13346 0.8 2.6 3.4
C -9.64648 1.11852 -5.92076 -0.3 -0.1 0.0
C -2.18146 -1.68178 3.97950 -0.2 -0.4 0.4
C 2.26985 5.32922 2.60423 -0.1 -0.2 0.2
C 6.69856 0.85007 0.82443 -0.1 -0.1 0.3
H 3.91854 7.00917 1.12577 -0.1 0.0 0.1
H 7.88951 -0.87424 0.33897 -0.2 -0.1 -0.1
H 7.45010 1.33575 1.45229 -0.1 0.0 0.0
H 5.84744 -0.02102 -1.43794 0.1 -0.1 0.1
H -9.84617 0.48149 -6.78644 0.0 0.1 0.0
H -7.29389 6.07605 -2.14375 0.0 0.1 -0.1
H -4.34879 -1.77273 4.04571 0.0 -0.1 0.0
H 7.76813 1.43669 -1.67320 0.0 0.0 0.2
H -8.05092 2.29668 -4.28807 0.1 -0.2 0.1
H 1.07403 -8.16195 0.08300 0.1 -0.1 -0.1
H -3.54649 -3.34809 4.22577 0.0 0.1 0.1
H -1.52388 1.61638 -1.44545 -0.1 0.0 -0.1
H 2.00204 -1.82553 1.91261 0.0 0.1 -0.1
H -6.91041 1.47209 -6.25761 -0.1 0.0 0.0
H -3.92513 1.92925 -3.45003 -0.1 0.0 0.1
H 4.22460 5.03322 3.45079 0.1 -0.2 -0.2
H -2.72616 4.05751 -2.86040 0.0 0.1 0.2
H 4.02664 7.46270 2.84037 0.0 0.0 -0.1
H 4.32445 -3.78981 4.72278 0.1 0.0 0.0
H 8.74959 -0.01203 -1.83053 0.0 0.0 0.1
H 2.26727 -0.86095 -0.74569 -0.1 0.1 0.2
H -3.62155 -2.58678 2.64415 0.0 0.1 0.1
H 9.09944 1.14867 -0.53219 -0.1 0.0 -0.1
H 6.11142 1.62461 0.32050 0.1 0.0 0.0
H 4.28129 -5.54454 4.64345 0.1 -0.1 0.0
H 1.03218 -2.96966 -1.33089 0.0 0.0 0.1
H 3.43800 -3.32095 0.66170 -0.1 0.1 -0.2
H -8.04773 4.67530 -4.76582 0.2 -0.1 0.0
H -8.27446 4.62561 -2.28853 0.0 0.1 -0.1
H 1.90763 4.33480 2.87504 0.0 0.2 0.0
H 3.50376 -6.60453 -0.95297 0.0 0.1 0.3
H 4.33968 -1.90317 0.15200 -0.1 -0.1 -0.1
H -2.98956 3.08998 -0.20401 0.1 0.1 -0.1
H -8.88699 6.16650 -2.92546 0.1 0.0 0.0
H 5.81294 -6.76509 2.93610 0.0 0.1 0.1
H 0.79640 1.50187 3.33375 0.3 0.6 -1.5
H -1.03278 -0.90962 5.64056 -0.1 0.0 -0.1
H 0.06162 -1.91530 -0.28067 0.1 0.0 -0.1
H -2.14335 -0.74264 3.42097 0.2 -0.2 0.0
H 5.70410 -4.73018 5.32932 -0.1 0.0 0.0
H 6.85950 -5.81029 1.89723 0.0 0.1 0.1
H -7.34367 -0.17374 -6.76889 0.0 0.1 0.0
H -1.35276 1.97665 -3.17719 0.0 0.0 0.1
H 6.18990 -3.72487 3.07760 -0.2 0.0 -0.1
H -1.98150 -2.33433 6.03710 -0.1 0.0 -0.1
H -6.46165 6.27523 -5.82193 -0.1 0.0 0.1
H 7.22920 -5.94571 3.62955 0.0 0.0 0.0
H 3.65160 -9.05732 -1.47626 0.0 0.0 0.1
H -7.79586 7.15937 -5.05178 0.1 0.0 0.0
H -6.39732 0.09821 -5.29037 -0.1 0.0 0.0
H 2.23503 2.09801 2.31115 -1.7 -0.5 -0.1
H -8.75981 -0.42021 -4.70734 0.0 0.2 0.2
H -4.10802 1.56790 -1.71983 0.2 0.0 0.0
H 0.85250 -3.32889 0.40026 0.1 0.0 0.0
H 6.00803 0.29869 1.46831 0.1 0.0 0.0
H -4.91624 2.96806 -2.40573 0.1 -0.1 -0.1
H 5.39937 6.69272 2.01687 -0.1 0.0 0.1
H 1.25785 0.61043 1.78250 -0.4 1.9 0.6
H -10.55718 1.18742 -5.31967 0.1 -0.1 0.0
H -3.46998 1.44176 2.55029 1.2 0.3 0.0
H -0.64086 3.04813 -1.95200 -0.1 0.0 -0.1
H 3.81150 4.63225 0.67125 0.0 0.0 0.2
H -1.13483 -3.33222 3.99897 0.0 0.2 -0.1
H -9.42382 2.13021 -6.27551 0.1 -0.1 0.0
H -6.19829 7.07279 -4.27894 -0.1 0.0 0.1
H 1.92587 6.04343 3.35676 0.0 -0.1 -0.1
H 1.39756 -7.79766 -1.62569 0.0 0.0 0.1
H -5.57601 4.90976 -3.38821 -0.1 -0.1 -0.1
H 2.81618 -7.52715 1.64236 0.0 0.0 -0.2
H 3.60582 -2.96206 -1.07059 0.0 0.0 0.0
H 1.06680 -6.49306 -0.46664 0.1 0.0 -0.1
H -2.79066 -0.76347 5.84881 0.1 -0.1 0.0
H 3.33833 -9.42734 0.23311 -0.1 0.0 -0.1
H 1.80791 5.58349 1.64470 0.1 0.1 0.0
H 3.99360 -5.32359 2.24901 0.2 0.1 -0.3
H 4.81395 -8.58727 -0.21828 -0.1 0.0 -0.1
```
Positions in Å, forces in eV/Å.

Summary:
Relative energy (zero: lowest compared OMol25 entry of this formula, charge and spin) (eV): 0.000
Max |F| (eV/A): 5.20
Energy (eV): -57918.3424
HOMO (eV): -9.77
Orbital gap (eV): 10.13

Results of the Löwdin charge analysis, in e, for atoms 1 through 99: -0.08 -0.06 -0.07 -0.08 -0.07 -0.06 -0.06 -0.07 -0.07 -0.08 -0.07 -0.01 0.13 -0.06 -0.50 -0.05 -0.06 -0.06 -0.06 -0.06 -0.07 -0.06 -0.06 -0.07 -0.49 -0.05 -0.48 -0.06 -0.06 -0.06 -0.48 -0.50 -0.50 -0.06 -0.50 -0.50 -0.06 -0.38 -0.07 -0.50 -0.06 -0.06 0.08 0.14 0.08 0.09 0.08 0.08 0.08 0.08 0.06 0.08 0.08 0.08 0.10 0.08 0.08 0.14 0.14 0.08 0.08 0.08 0.14 0.08 0.08 0.08 0.08 0.08 0.06 0.13 0.08 0.05 0.14 0.07 0.06 0.08 0.08 0.12 0.08 0.08 0.11 0.08 0.08 0.08 0.08 0.14 0.08 0.08 0.08 0.08 0.08 0.08 0.10 0.14 0.08 0.08 0.08 0.06 0.08

Record 2
Here is an isolated molecule of C3H2N2O2 at a distorted geometry from OMol25. Energies are from ωB97M-V with the def2-TZVPD basis set.

XYZ file:
```
9
Properties=species:S:1:pos:R:3:forces:R:3
O 2.10301 -2.16117 -0.67940 0.2 0.5 0.7
O -2.88013 -0.16541 -0.14080 0.3 0.3 0.1
N 1.76517 -1.54470 0.29664 -0.3 -0.2 -1.0
N 0.34891 0.30479 0.27300 -0.3 0.1 0.2
C -2.08685 0.73473 0.01275 -0.1 -0.2 0.0
C -0.77512 0.57929 0.63057 0.4 -0.1 -0.1
C 1.52255 -0.11111 0.01270 -0.2 0.1 0.3
H -2.33757 1.79494 -0.19286 0.1 -0.1 -0.1
H 2.34003 0.56864 -0.21261 -0.2 -0.3 -0.2
```
Positions in Å, forces in eV/Å.

Summary:
Relative energy (zero: lowest compared OMol25 entry of this formula, charge and spin) (eV): 5.392
Max |F| (eV/A): 1.05
Energy (eV): -10212.7976
HOMO (spin up / spin down) (eV): -8.97 / -8.97
Orbital gap (spin up / spin down) (eV): 7.88 / 7.88

Löwdin analysis output, partial charges in e: 0.01 0.04 -0.02 0.06 -0.29 0.07 -0.12 0.12 0.12

Record 3
Here is a cluster of 2 separate species, C4H12NO2S in total at a distorted geometry from OMol25. Energies are from ωB97M-V with the def2-TZVPD basis set.

XYZ file:
```
20
Properties=species:S:1:pos:R:3:forces:R:3
S 2.20129 -0.79473 0.88216 0.2 0.4 -0.3
O 1.05694 2.24106 0.73025 -0.3 0.7 0.5
O -2.27168 -2.24146 0.58985 0.2 0.3 0.3
N -1.30640 -0.05402 -1.02019 1.0 0.1 0.3
C -2.45936 0.81744 -0.86906 0.1 -0.4 -0.7
C 0.36606 1.71806 -0.38335 0.8 0.2 0.2
C -0.07531 0.27921 -0.23240 -1.2 -1.0 0.1
C 1.03350 -0.70616 -0.55423 0.4 -0.3 0.7
H 1.49198 -0.44571 -1.51602 0.2 0.0 0.1
H -1.00868 -0.22549 -1.97315 -0.5 0.1 -0.1
H 1.05084 1.76759 -1.24570 -0.3 0.0 -0.2
H -3.31404 0.24114 -1.22318 -0.3 0.1 0.3
H 1.52290 1.53861 1.21322 0.2 -0.6 -0.4
H 0.69653 -1.73912 -0.60537 -0.6 0.1 -0.4
H -0.36883 0.02967 0.79433 0.2 0.6 0.2
H -0.47436 2.39708 -0.54427 -0.1 -0.1 -0.1
H -1.76153 -2.36483 1.39911 0.0 -0.1 -0.1
H -2.57299 1.09377 0.17659 -0.1 -0.1 0.1
H -1.85545 -1.44982 0.17979 -0.1 -0.4 -0.4
H -2.45220 1.73314 -1.46311 0.2 0.3 0.0
```
Positions in Å, forces in eV/Å.

Summary:
Relative energy (zero: lowest compared OMol25 entry of this formula, charge and spin) (eV): 0.313
Max |F| (eV/A): 1.54
Energy (eV): -20763.7499
Charge: -1
HOMO (eV): -2.89
Orbital gap (eV): 6.44

Löwdin analysis output, partial charges in e: 0.18 -0.12 -0.10 -0.13 -0.14 -0.26 -0.47 -0.68 0.05 0.11 0.12 0.07 -0.01 0.03 0.11 0.10 0.03 0.09 -0.02 0.06

Record 4
Here is a cluster of 8 separate species, C31H46O24 in total at a distorted geometry from OMol25. Energies are from ωB97M-V with the def2-TZVPD basis set.

XYZ file:
```
101
Properties=species:S:1:pos:R:3:forces:R:3
O -11.40275 -13.84441 -8.17220 -0.2 -0.5 -1.1
O -10.17186 -12.65153 -3.53721 -0.1 -0.3 -0.3
O -11.82392 -15.76040 -7.07248 0.1 -0.7 -0.5
O -11.27670 -13.84284 -1.97966 -0.1 0.0 0.1
O -13.80614 -19.37401 -9.43385 -0.4 0.3 -0.3
O -13.68762 -8.05845 -9.39537 -0.3 0.3 -0.2
O -10.74045 -18.44348 -2.62774 -0.2 0.0 0.1
O -16.04702 -12.82317 -5.64015 0.3 -0.4 0.2
O -9.47526 -18.21229 -4.47091 -0.4 -0.1 -0.3
O -13.32696 -20.64377 -7.67642 -0.4 0.2 -0.1
O -14.58001 -11.13850 -5.72857 0.4 0.5 0.1
O -14.40622 -21.54738 -9.42684 -0.2 0.0 -0.2
O -9.20841 -13.14315 -1.57873 -0.4 0.1 0.0
O -9.93375 -14.59533 -6.69407 0.1 -0.3 -0.3
O -11.60417 -8.80337 -9.31849 -0.1 0.2 -0.1
O -7.76766 -14.35571 -12.71421 0.4 0.6 -0.4
O -6.48516 -12.76029 -13.58918 0.2 0.5 -0.2
O -13.53340 -14.00780 -3.90159 0.4 0.2 0.1
O -7.23005 -14.42114 -14.90011 0.5 -0.5 -0.4
O -14.14987 -13.07147 -6.78711 0.3 -0.2 0.2
O -14.31481 -15.34725 -2.31501 0.8 0.1 0.6
O -9.35312 -16.67504 -2.86820 -0.3 -0.4 0.0
O -12.08822 -7.01669 -10.59288 0.0 0.4 0.1
O -14.94526 -13.19209 -2.35698 0.3 0.1 0.3
C -16.12481 -14.16168 -6.15220 0.2 0.0 0.0
C -7.13456 -13.91286 -13.84110 -0.9 0.2 0.4
C -10.98837 -14.36632 -0.66557 0.2 0.1 -0.7
C -12.42465 -7.85161 -9.82353 -0.1 -0.9 -0.2
C -8.42521 -17.13037 -6.40578 -0.8 -1.0 0.0
C -7.77539 -13.28892 -11.75660 -0.4 -0.6 1.0
C -9.66857 -13.20432 -6.89584 0.2 0.7 -0.3
C -13.17486 -18.49949 -8.52696 0.7 0.7 1.2
C -10.28752 -12.97071 -8.26367 0.1 1.5 1.0
C -8.42448 -17.32750 -4.91236 1.1 -0.4 1.3
C -13.33449 -16.16231 -2.98168 -0.5 0.8 -1.2
C -8.61401 -16.15855 -3.96253 -0.1 1.0 -1.2
C -12.33728 -9.74690 -8.51637 0.5 0.2 -0.1
C -11.79046 -19.27749 -6.49745 0.5 -1.5 0.6
C -7.00795 -12.13801 -12.41608 0.1 -0.5 0.1
C -14.88446 -12.24954 -5.99843 -0.5 -0.2 -0.1
C -9.94127 -17.84066 -3.26465 0.5 0.2 -0.2
C -9.59230 -13.80228 -0.35627 0.2 -0.7 -0.2
C -13.92467 -20.60693 -8.89367 0.8 -0.3 0.3
C -14.27918 -14.08118 -2.77559 -0.8 -0.1 -0.7
C -12.94616 -15.27049 -4.20110 -0.8 -0.5 0.7
C -7.17343 -13.76618 -10.45025 0.6 -0.4 0.4
C -17.46368 -14.32415 -6.81240 0.0 -1.0 -1.2
C -11.09985 -14.85920 -7.35259 0.0 1.1 1.3
C -11.66135 -9.81252 -7.15930 -0.6 0.2 0.4
C -9.47781 -12.89228 0.83098 0.0 0.6 0.1
C -13.78107 -9.19788 -8.55646 0.5 -0.5 0.4
C -13.10263 -19.29264 -7.21537 -0.1 -0.5 -0.2
C -14.88647 -14.24613 -7.07449 -1.4 -0.1 -0.5
C -14.00704 -17.46458 -3.34730 1.4 0.0 0.0
C -10.21905 -13.18045 -2.47029 0.2 0.5 0.3
H -8.62650 -12.88883 -6.86936 0.2 -0.8 0.1
H -11.77210 -14.04073 0.01276 0.0 0.0 0.0
H -8.83308 -13.10054 -11.55712 0.1 0.5 -0.3
H -11.57112 -18.35121 -5.98008 0.2 0.2 -0.4
H -17.53715 -13.65088 -7.66905 -0.2 0.3 0.3
H -11.86421 -15.19994 -4.27009 0.0 0.3 -0.4
H -12.14618 -9.07070 -6.52148 0.0 -0.2 0.2
H -7.06479 -12.94641 -9.73518 -0.2 0.0 0.0
H -7.75467 -14.56990 -9.99430 -0.3 0.2 -0.1
H -10.18370 -12.67217 -6.09310 -0.1 0.1 -0.2
H -7.49424 -17.82208 -4.60492 0.0 -0.1 -0.2
H -15.19728 -14.22479 -8.12363 0.2 0.0 0.0
H -6.18666 -11.79464 -11.78951 0.1 -0.1 -0.1
H -12.17196 -18.18499 -8.82832 0.0 -0.5 -0.5
H -11.73713 -20.08519 -5.75246 -0.7 0.4 0.4
H -8.90016 -14.64303 -0.28177 0.1 0.1 0.3
H -6.17319 -14.19713 -10.55391 0.0 0.2 -0.4
H -14.16062 -8.90399 -7.57934 0.1 0.0 0.0
H -14.36673 -15.18074 -6.88648 0.6 0.3 0.0
H -14.74714 -17.32971 -4.13259 -0.2 0.1 0.1
H -9.19540 -15.39199 -4.48619 0.0 0.2 0.4
H -11.00112 -19.70804 -7.12542 0.1 1.1 -0.5
H -11.78492 -10.79803 -6.71190 -0.1 0.1 0.2
H -7.87071 -16.27651 -6.77794 0.1 0.1 0.3
H -9.60928 -13.44627 1.75992 0.1 -0.1 0.0
H -9.65041 -13.10365 -9.13776 0.0 -0.8 0.1
H -10.61099 -9.52783 -7.17234 0.1 -0.2 -0.4
H -13.94156 -19.04622 -6.55936 0.1 0.1 0.1
H -7.61866 -11.27411 -12.67427 -0.1 -0.1 -0.2
H -9.46033 -17.07886 -6.74175 0.0 0.3 -0.1
H -8.02769 -18.05619 -6.82493 0.2 0.2 -0.2
H -13.42502 -15.63479 -5.10676 0.4 -0.1 -0.2
H -14.42809 -9.97424 -8.96291 -0.3 0.4 -0.3
H -10.96243 -15.44781 -0.78481 -0.1 0.0 0.3
H -7.66623 -15.74099 -3.63411 -0.1 0.0 0.2
H -8.50746 -12.39519 0.82588 0.1 -0.2 0.1
H -12.40465 -16.26395 -2.42546 -0.4 -0.3 0.7
H -15.96837 -14.92336 -5.38157 -0.3 0.5 0.5
H -18.33343 -14.28750 -6.16344 0.2 0.5 0.2
H -10.21358 -12.08407 0.83075 -0.2 -0.2 -0.2
H -13.70336 -17.55872 -8.36796 -0.5 -0.2 -0.3
H -12.29859 -10.69968 -9.04735 0.1 0.0 0.1
H -17.54123 -15.31533 -7.28298 0.3 0.0 0.2
H -14.41159 -17.92339 -2.45043 -0.2 -0.2 -0.1
H -10.59060 -11.92231 -8.31701 -0.5 -0.3 -0.1
H -13.19049 -18.08256 -3.73766 -0.3 -0.4 0.0
```
Positions in Å, forces in eV/Å.

Summary:
Relative energy (zero: lowest compared OMol25 entry of this formula, charge and spin) (eV): 0.845
Max |F| (eV/A): 1.80
Energy (eV): -82034.6862
HOMO (eV): -11.03
Orbital gap (eV): 10.90

Results of the Löwdin charge analysis, in e, for atoms 1 through 99: 0.09 0.15 0.14 0.05 0.08 0.07 0.17 0.10 0.08 0.08 0.17 0.17 0.09 0.02 0.07 0.08 0.07 0.05 0.19 0.05 0.09 0.06 0.17 0.18 -0.31 -0.56 -0.05 -0.56 0.00 -0.32 -0.09 -0.11 -0.10 -0.30 -0.29 -0.09 -0.30 -0.03 -0.08 -0.57 -0.56 -0.31 -0.56 -0.57 -0.07 -0.04 -0.02 -0.54 -0.02 -0.02 -0.08 -0.31 -0.10 0.00 -0.57 0.14 0.14 0.14 0.06 0.09 0.12 0.09 0.08 0.08 0.12 0.15 0.14 0.13 0.13 0.10 0.15 0.10 0.13 0.10 0.08 0.12 0.10 0.07 0.09 0.09 0.11 0.09 0.15 0.14 0.07 0.09 0.10 0.13 0.12 0.14 0.09 0.12 0.14 0.09 0.10 0.12 0.14 0.09 0.10